A cluster of 2 separate species, C9H8ClNO in total, computed with ωB97M-V with the def2-TZVPD basis set.

Structure (XYZ):
```
20
Properties=species:S:1:pos:R:3
C 3.307 0.042 2.004
C -3.024 0.182 0.859
C -2.448 -1.046 1.032
C -2.394 1.266 0.194
C -1.160 -1.179 0.509
C -1.139 1.040 -0.321
C -0.480 -0.190 -0.248
C 2.401 0.486 -2.353
C 0.787 -0.447 -0.881
N 2.860 1.062 2.337
O 1.283 0.431 -1.697
Cl 1.929 -1.672 -0.503
H -3.870 0.371 1.541
H -2.929 -1.832 1.607
H -2.840 2.221 0.127
H -0.711 -2.201 0.704
H -0.883 1.728 -1.087
H 3.136 -0.255 -2.116
H 3.718 -0.937 1.592
H 2.455 0.932 -3.301
```

Highest occupied orbital energy (alpha / beta) (Eh): -0.262 / -0.285

=====

An isolated molecule of C9H8ClNO, computed with ωB97M-V with the def2-TZVPD basis set.

Structure (XYZ):
```
20
Properties=species:S:1:pos:R:3
C 1.719 -0.696 0.746
C -1.851 1.332 0.576
C -1.475 0.630 -0.623
C -1.239 1.122 1.684
C -0.515 -0.197 -0.769
C 0.171 -1.194 -1.604
C 0.120 0.565 1.975
C 0.441 -0.636 1.243
C 1.240 -0.557 -2.419
N 2.824 -0.721 0.446
O 0.039 -2.377 -1.575
Cl -0.419 -2.058 1.669
H -2.805 1.897 0.559
H -2.138 0.874 -1.483
H -1.748 1.547 2.643
H 0.877 1.374 1.888
H 0.075 0.262 3.053
H 1.098 -0.773 -3.465
H 2.322 -0.946 -2.169
H 1.264 0.552 -2.376
```

2S+1: 3
Expectation value of S²: 2.03
Highest occupied orbital energy (alpha / beta) (Eh): -0.265 / -0.348

=====

A cluster of 2 separate species, C9H8F2N2 in total, computed with ωB97M-V with the def2-TZVPD basis set.

Structure (XYZ):
```
21
Properties=species:S:1:pos:R:3
C 1.280 -2.106 -1.281
C -0.879 1.808 1.261
C -1.550 2.443 0.226
C 0.318 0.947 1.044
C -1.036 2.273 -1.017
C 0.812 0.939 -0.253
C 0.156 1.646 -1.302
C 0.947 -3.006 0.761
C 0.545 -2.154 -0.135
N 2.054 -2.237 -2.104
N -0.735 -1.650 -0.097
F 2.150 -3.575 0.901
F 0.190 -3.192 1.865
H -1.270 2.043 2.251
H -2.422 3.004 0.235
H 0.943 0.461 1.806
H -1.698 2.700 -1.742
H 1.701 0.343 -0.340
H 0.492 1.635 -2.278
H -0.924 -0.818 -0.664
H -1.076 -1.502 0.860
```

2S+1: 3
Expectation value of S²: 2.01
Highest occupied orbital energy (alpha / beta) (Eh): -0.206 / -0.358

=====

A cluster of 2 separate species, C9H8F4N2O3 in total, computed with ωB97M-V with the def2-TZVPD basis set.

Structure (XYZ):
```
26
Properties=species:S:1:pos:R:3
O -0.142 -2.432 2.627
C -0.164 -1.285 2.165
C -1.401 -0.561 1.878
F -2.520 -1.305 1.774
C -1.409 0.790 1.868
F -2.601 1.441 1.848
C -0.184 1.597 2.045
O -0.243 2.787 2.412
C 1.069 0.823 1.941
F 2.255 1.487 1.967
C 1.064 -0.526 1.916
F 2.200 -1.243 1.770
C 1.022 3.116 -0.173
N -0.104 2.160 -0.122
C -0.045 1.191 -1.228
N -1.336 2.829 -0.040
C -1.904 3.507 -1.090
O -1.538 3.423 -2.257
H 1.883 2.582 -0.588
H 0.761 3.985 -0.792
H 1.252 3.452 0.843
H 0.835 1.425 -1.843
H 0.102 0.188 -0.812
H -0.954 1.206 -1.835
H -1.581 3.205 0.869
H -2.749 4.130 -0.726
```

Structure (SMILES): O=C1C(F)=C(F)C(=O)C(F)=C1F.CN(C)NC=O
Highest occupied orbital energy (Eh): -0.361

=====

A structure of composition C9H8IN3O2SSn, computed with ωB97M-V with the def2-TZVPD basis set.

Structure (XYZ):
```
25
Properties=species:S:1:pos:R:3
C -0.849 2.275 1.563
C 0.201 1.225 2.205
I 1.366 2.397 3.684
C 1.286 0.677 1.153
C 0.734 -0.376 0.096
C -0.639 -0.278 -0.613
C -0.958 -1.424 -1.573
N -2.322 -1.363 -2.234
C -2.482 -0.223 -2.837
S -3.131 1.318 -3.183
N -0.217 -2.540 -1.965
N 0.933 -2.541 -1.308
C 1.459 -1.656 -0.357
C 2.893 -1.974 0.305
O 3.974 -1.470 -0.114
O 2.908 -2.820 1.414
H -0.970 3.206 2.224
H -1.842 1.735 1.383
H -0.437 2.585 0.535
H -0.280 0.384 2.812
H 2.150 0.199 1.763
H 1.754 1.573 0.601
H -1.379 0.572 -0.450
H 1.542 -3.357 -1.553
Sn -5.693 1.876 -3.549
```

Net charge: +2
Highest occupied orbital energy (Eh): -0.493

=====

A structure of composition C9H8N2O, computed with ωB97M-V with the def2-TZVPD basis set.

Structure (XYZ):
```
20
Properties=species:S:1:pos:R:3
C 1.778 0.989 -0.039
C 3.106 -0.946 0.046
C 1.832 -1.346 -0.210
C -0.464 -0.156 -0.115
C -1.023 1.222 -0.227
C -2.270 1.397 -0.211
C -3.098 0.272 0.080
C -2.552 -1.021 0.129
C -1.172 -1.305 -0.049
H 3.864 1.097 0.849
H 4.054 -1.514 0.078
H 1.319 -2.312 0.080
H -0.328 2.110 -0.514
H -2.544 2.525 -0.356
H -4.240 0.496 0.389
H -3.369 -1.697 0.208
H -0.651 -2.297 0.242
N 3.189 0.486 -0.098
N 0.961 -0.175 -0.482
O 1.610 2.177 0.198
```

Highest occupied orbital energy (Eh): -0.305

=====

A cluster of 2 separate species, C9H8N2O2 in total, computed with ωB97M-V with the def2-TZVPD basis set.

Structure (XYZ):
```
21
Properties=species:S:1:pos:R:3
C 0.985 2.199 0.334
N 0.503 0.870 0.004
N 1.475 -0.058 -0.532
C 0.755 -1.116 -0.822
C -0.545 -1.023 -0.473
C -1.645 -1.915 -0.500
C -2.798 -1.496 0.130
C -2.969 -0.135 0.533
C -1.905 0.714 0.444
C -0.673 0.307 0.041
H 1.685 2.539 -0.387
H 0.365 3.016 0.665
H 1.685 1.969 1.151
H 1.198 -2.010 -1.278
H -1.413 -2.923 -0.786
H -3.622 -2.171 0.032
H -4.018 0.322 0.673
H -2.134 1.656 0.769
O 4.041 -0.417 1.096
C 4.332 -0.254 -0.005
O 4.696 -0.075 -1.089
```

Structure (SMILES): Cn1ncc2ccccc21.O=C=O
Highest occupied orbital energy (Eh): -0.310

=====

An isolated molecule of C9H8N2O3, computed with ωB97M-V with the def2-TZVPD basis set.

Structure (XYZ):
```
22
Properties=species:S:1:pos:R:3
C -2.505 -0.884 -1.431
C -3.331 -0.278 -0.587
O -3.177 -0.322 0.795
N -1.805 -0.356 1.294
C -0.845 0.289 0.629
O -1.077 1.496 0.106
N 0.242 2.047 -0.270
O 0.301 3.213 -0.585
C 1.147 1.131 -0.067
C 2.529 1.207 -0.342
C 3.249 0.104 0.052
C 2.632 -1.050 0.573
C 1.299 -1.201 0.810
C 0.469 -0.086 0.497
H -2.600 -0.729 -2.460
H -1.657 -1.603 -1.139
H -4.243 0.225 -0.988
H -1.723 -1.276 1.659
H 2.888 2.084 -0.688
H 4.288 0.021 -0.072
H 3.125 -1.905 0.982
H 0.793 -2.124 1.234
```

Structure (SMILES): C=CONc1o[n+]([O-])c2ccccc12
Highest occupied orbital energy (alpha / beta) (Eh): -0.264 / -0.264